Record 1
CH30O14 | the ωB97M-V functional and the def2-TZVPD basis

```
! RIJCOSX wB97M-V def2-TZVPD def2/J DEFGRID3
* xyz 0 1
C -1.25741 -0.05330 -1.50686
O -0.80979 0.89642 -0.56073
H -1.25256 0.27817 -2.54303
H -0.94591 -1.05397 -1.25528
H -2.43297 -0.09836 -1.38449
H -0.90626 1.81099 -0.87166
H -1.57126 4.02922 -0.68379
H -1.61570 3.50727 -2.05805
O -1.03414 3.50221 -1.29248
H 1.27466 3.11478 -0.93961
H 2.41832 4.00128 -0.32872
O 2.21422 3.16518 -0.74559
H -0.44310 -2.83661 2.28170
H 0.13937 -1.36025 1.81311
O 0.28370 -2.28224 2.03363
H -4.37968 -0.76406 0.56141
H -4.12841 0.28292 1.67689
O -4.18020 0.16139 0.70545
H 2.03539 -2.93058 1.49118
H 2.33116 -2.81038 2.90476
O 2.75633 -3.13036 2.09838
H -3.26501 -0.36325 3.62182
H -2.05251 0.40384 2.85062
O -2.95716 0.43800 3.17972
H -3.16184 2.40300 -0.00840
H -3.71110 1.72586 -1.17895
O -3.45390 2.61194 -0.90132
H 0.94314 0.16411 -0.95323
H 2.14896 1.15245 -1.02017
O 1.88978 0.21803 -1.04782
H 2.36384 -2.51310 -0.99423
H 3.48442 -3.25135 -0.23516
O 2.71719 -3.38116 -0.78961
H 1.44193 2.28250 -3.89179
H 1.24716 0.85256 -3.62095
O 0.75441 1.68022 -3.56721
H -0.70838 0.77323 1.14937
H 0.08721 0.70632 2.54416
O -0.49318 0.24790 1.94550
H 2.85464 -0.45867 0.37909
H 3.58423 -1.16202 1.66838
O 3.55542 -1.02843 0.72382
H 0.32198 -3.85215 -1.21956
H 0.64760 -3.36942 0.18100
O 0.10958 -3.15904 -0.60209
*
```

The calculation puts the orbital gap at 9.75 eV. Its energy relative to the best compared isomer or geometry (same formula, charge and spin) is 10.4 kcal/mol. The total energy comes out at -30188.920 eV.

***

Record 2
C19H14I2IrN3O7 | the ωB97M-V functional and the def2-TZVPD basis

```
! RIJCOSX wB97M-V def2-TZVPD def2/J DEFGRID3
* xyz 0 5
Ir -1.11869 0.31241 -0.60471
O -3.00932 5.90706 0.26505
C -1.68714 5.91407 0.21523
O -1.03396 6.92591 0.25049
C -1.01730 4.59469 0.05940
C 0.35363 4.44029 -0.01014
N 0.60132 3.12737 -0.14307
N -0.53321 2.42283 -0.16886
C -1.52312 3.29248 -0.06966
C -2.91611 2.75113 -0.16096
O -3.85802 3.52367 -0.00490
O -2.99376 1.49831 -0.39018
H -3.37540 4.97939 0.20973
H 1.13293 5.17818 0.02952
H 1.48159 2.65166 -0.27077
I -1.58172 -5.20444 1.97417
C -2.46135 -3.64375 0.94582
C -3.81405 -3.63644 0.76389
C -4.44042 -2.48355 0.28903
C -3.67195 -1.30338 0.11018
N -2.38775 -1.26414 0.26259
C -1.62712 -2.46797 0.53299
H -4.40473 -4.49785 1.04190
H -5.50454 -2.45193 0.12076
H -4.14276 -0.36274 -0.14720
H -0.89462 -2.23415 1.31803
C 0.19840 -3.86513 -0.77029
C -0.76835 -2.72550 -0.74009
O -0.87354 -1.95860 -1.67107
H -0.33620 -4.80448 -0.91405
H 0.73828 -3.93633 0.17293
H 0.88514 -3.70780 -1.59735
I 7.76648 -0.97683 0.34102
C 5.71260 -0.71838 0.12733
C 5.20732 -0.21317 -1.06302
C 3.83954 -0.04718 -1.20202
C 2.98375 -0.38486 -0.16013
C 3.50214 -0.88835 1.02715
C 4.86825 -1.05589 1.17707
C 1.50859 -0.21456 -0.31870
O 0.73862 -0.60204 0.60045
O 1.06442 0.32795 -1.36549
H 5.87438 0.04498 -1.87243
H 3.42085 0.33989 -2.11985
H 2.82326 -1.14049 1.82970
H 5.27365 -1.44234 2.10052
*
```

The calculation puts the orbital gap (spin up / spin down) at 7.65 / 6.58 eV. Its energy relative to the best compared isomer or geometry (same formula, charge and spin) is 0.0 kcal/mol. The total energy comes out at -57771.228 eV.

***

Record 3
CH5ClNPS | the ωB97M-V functional and the def2-TZVPD basis

```
! RIJCOSX wB97M-V def2-TZVPD def2/J DEFGRID3
* xyz 0 1
C -0.88362 -0.17993 -1.18646
N -0.02771 0.07808 1.56369
P 0.65953 -0.06597 0.02312
S 1.82099 -1.66244 -0.14085
Cl 1.42712 1.77207 -0.11800
H -1.66964 -0.65465 -0.66906
H -1.14614 0.85981 -1.47954
H -0.49421 -0.64940 -2.18577
H 0.27184 -0.55224 2.25722
H 0.04183 1.05468 1.93565
*
```

The calculation puts the orbital gap at 9.52 eV. Its energy relative to the best compared isomer or geometry (same formula, charge and spin) is 0.0 kcal/mol. The total energy comes out at -35256.224 eV. The SMILES is C[P@@](N)(=S)Cl.